119
Properties=species:S:1:pos:R:3:forces:R:3 method="wB97M-V/def2-TZVPD" total_energy_ha=-4726.242690 charge=0 lumo_ev=0.1 homo_lumo_gap_ev=6.94 spin_multiplicity=1
Sc 13.230 11.415 11.813 0.2064 0.7290 0.1913
C 11.488 13.416 14.608 1.1936 -0.3749 -1.5174
C 12.787 12.657 14.864 -1.0377 -0.1182 0.2697
C 13.294 12.411 16.135 0.6888 -0.4768 -0.0758
C 14.444 11.657 15.934 -0.4699 0.4710 -0.0177
C 15.433 11.222 16.932 0.2651 0.1414 1.3273
N 14.594 11.496 14.611 0.4227 -0.8864 0.3883
N 13.578 12.068 13.965 -1.2752 0.6253 -1.0882
B 15.822 11.015 13.802 -0.0402 1.0121 -0.1142
N 16.133 12.173 12.822 0.5527 -0.0599 0.6907
N 15.304 12.547 11.839 -0.7981 -0.6188 -1.9261
C 15.939 13.462 11.079 -0.0911 0.4216 0.6714
C 15.438 14.076 9.787 -0.5853 -0.4728 1.0267
C 17.147 13.793 11.725 -0.4842 -0.9564 -0.1197
C 17.240 12.921 12.795 0.2016 0.6666 0.5248
C 18.277 12.842 13.870 0.2657 -0.1933 -0.0564
N 15.573 9.733 12.972 0.2004 0.4207 0.2070
N 14.599 9.621 12.023 0.2453 0.2049 0.2817
C 14.607 8.353 11.627 -0.8204 -0.4234 -0.2084
C 13.575 7.827 10.678 0.8077 -0.0402 -0.1626
C 15.584 7.642 12.316 0.6194 -0.7526 -0.6180
C 16.204 8.568 13.117 -0.4394 -0.4302 0.9241
C 17.227 8.315 14.162 0.5078 0.0207 -0.1714
H 11.403 14.091 15.434 -0.3098 0.5577 0.3920
H 11.573 13.989 13.646 -0.2783 -0.4253 0.8619
H 10.598 12.778 14.569 0.2794 -0.0238 -0.0302
H 12.924 12.746 17.081 -0.1723 0.1219 0.1805
H 14.969 11.154 17.942 0.1362 -0.1256 -0.7535
H 15.930 10.280 16.707 -0.0790 0.0598 -0.0503
H 16.186 12.008 17.045 0.1824 -0.1199 -0.1443
H 16.730 10.867 14.568 -0.0951 -0.1742 -0.2614
H 14.478 13.627 9.434 1.0055 0.4164 0.1345
H 15.246 15.134 9.970 -0.0586 0.0032 -0.1698
H 16.269 13.999 9.088 -0.2618 -0.0544 -0.3946
H 17.847 14.546 11.458 0.3834 0.3748 -0.2247
H 19.002 13.646 13.703 -0.1696 -0.1172 0.2062
H 17.841 12.924 14.891 0.2963 -0.0175 -0.7720
H 18.819 11.888 13.768 -0.0890 0.2487 0.2875
H 13.954 7.900 9.655 -0.1711 -0.1522 -0.0192
H 13.349 6.792 10.919 0.0735 -0.1060 -0.1101
H 12.661 8.384 10.742 -0.4724 0.4030 0.0215
H 15.918 6.606 12.218 -0.4625 0.4332 -0.0747
H 17.602 7.268 14.094 -0.2714 0.8915 0.1870
H 18.029 9.038 14.019 0.3737 -0.2711 0.0427
H 16.827 8.556 15.149 -0.0136 -0.3959 0.0021
O 11.466 12.121 11.445 0.5211 -0.2284 0.2221
C 10.179 11.979 11.583 -1.1330 -0.2087 -0.6020
C 9.334 13.017 11.088 0.9935 0.2091 0.6164
C 7.979 12.901 11.178 0.2860 -2.6411 0.8041
C 7.406 11.692 11.685 -0.3581 1.2076 -0.0305
C 8.196 10.713 12.196 0.5251 -0.3761 -0.4111
C 9.598 10.804 12.128 1.1280 0.4767 -0.0178
C 10.525 9.824 12.717 0.3246 0.1405 0.3244
N 11.869 9.908 12.856 -0.9332 -0.1673 -0.0422
C 12.242 8.889 13.720 -0.4859 0.0248 -0.1379
C 11.154 8.156 14.082 -0.1663 0.5733 -0.6623
N 10.089 8.750 13.407 0.2399 -0.2124 0.3383
H 9.876 13.920 10.772 -0.4637 -0.3791 -0.0726
H 7.318 13.633 10.881 -1.0893 1.7024 -0.7487
H 6.326 11.544 11.768 0.3450 0.3422 -0.2200
H 7.666 9.852 12.556 0.1727 -0.4961 0.3557
H 13.264 8.785 14.023 0.1541 -0.1260 0.0637
H 11.012 7.297 14.711 0.0925 -0.0118 0.0264
H 9.127 8.472 13.459 -0.0459 -0.0114 0.0903
C 16.376 11.323 7.022 -0.3197 0.5104 -0.0756
C 15.133 11.378 7.844 -0.1776 1.0828 -1.4551
C 13.930 11.875 7.401 -0.9358 -0.2418 0.2258
C 13.039 11.689 8.473 -0.2934 0.4561 -0.4643
N 13.672 11.239 9.539 0.5822 -0.9184 0.2436
N 14.942 10.989 9.094 -0.2485 0.1193 0.6697
C 11.579 11.912 8.430 -0.5008 -0.4832 0.3411
H 16.065 11.383 5.964 0.3368 -0.4246 0.4914
H 16.921 10.442 7.273 0.4889 -0.8783 -0.2986
H 17.067 12.151 7.173 -0.1985 0.2368 0.3126
H 13.640 12.325 6.458 0.3577 -0.2746 0.1113
H 15.622 10.697 9.751 0.6404 -0.2175 0.6697
H 11.301 11.916 7.391 -0.2885 0.2499 -0.4070
H 11.329 12.864 8.885 -0.1708 0.1607 0.0505
H 10.995 11.090 8.903 0.5271 0.5776 -0.0741
C 15.214 17.821 16.974 -0.8052 -0.9173 -0.5163
N 14.261 17.132 16.079 0.4953 -0.2375 -0.3904
C 13.210 17.911 15.399 -0.4361 -0.0129 0.7854
C 12.568 16.859 14.485 0.8718 0.1018 0.9199
N 13.711 15.968 14.283 -0.2260 0.2934 0.2744
C 14.678 16.133 15.199 -0.1871 0.4677 0.6806
S 16.130 15.312 15.341 -0.2614 -0.0916 -0.2523
H 14.617 18.155 17.806 0.0622 0.2396 0.5006
H 15.636 18.676 16.467 0.3285 0.3750 -0.1906
H 16.015 17.141 17.305 -0.5229 0.2318 -0.2736
H 13.664 18.741 14.863 0.1868 0.1512 -0.4445
H 12.471 18.373 16.083 0.4693 -0.4694 -0.0810
H 12.237 17.270 13.556 -0.3633 0.0974 -0.5672
H 11.742 16.360 15.013 0.1844 0.0070 -0.2602
H 13.772 15.389 13.464 0.1852 -0.2663 -0.1844
C 14.383 19.522 10.724 -0.9413 0.5532 -0.0559
C 14.206 18.100 11.111 0.0800 -0.7053 -0.1339
C 15.548 17.593 11.538 0.5868 -0.9491 1.4356
O 13.815 17.341 9.936 -0.0434 -0.1049 0.3799
P 12.490 16.409 9.848 0.0822 1.2378 -0.1929
S 12.423 15.703 8.020 -0.1246 -0.1051 0.2539
S 12.387 15.136 11.375 0.0358 0.0775 -0.0932
O 11.413 17.648 10.072 0.2325 -0.8101 -0.4119
C 10.016 17.432 9.780 0.6739 -0.2728 -0.7721
C 9.325 17.181 11.088 0.5918 0.2814 -0.0790
C 9.475 18.627 9.021 -1.3617 -0.2429 1.1170
H 14.712 20.079 11.587 0.3903 0.2689 0.2857
H 13.440 19.965 10.426 -0.1396 0.0808 -0.3903
H 15.111 19.559 9.933 0.2565 0.3388 -0.3807
H 13.470 18.001 11.910 -0.1353 -0.1707 -0.0881
H 16.232 17.625 10.715 0.4192 0.1464 -0.7073
H 15.530 16.545 11.871 -0.1588 0.2150 0.0305
H 16.007 18.185 12.358 -0.4597 -0.2375 -0.3739
H 9.884 16.561 9.101 0.4182 0.2303 0.4580
H 9.369 18.087 11.695 -0.0064 -0.1286 0.1677
H 9.798 16.338 11.582 0.0364 0.0341 0.2288
H 8.321 16.940 10.867 -1.4052 -0.2589 0.0499
H 9.340 19.472 9.697 0.1031 0.1697 -0.0199
H 8.485 18.359 8.642 -0.1293 0.0322 0.1654
H 10.007 18.934 8.165 1.1493 0.1403 -0.8492

19
Properties=species:S:1:pos:R:3:forces:R:3 method="wB97M-V/def2-TZVPD" total_energy_ha=-438.743321 charge=0 lumo_ev=0.5 smiles=N.O.O.O.O.O homo_lumo_gap_ev=10.78 spin_multiplicity=1
N 0.057 1.944 0.613 -0.3799 -0.4801 2.3564
H 0.882 1.345 0.809 -0.3774 0.2838 -0.5836
H -0.017 2.386 1.561 0.0338 0.2553 -1.1625
H -0.726 1.267 0.765 0.6506 0.6893 -0.4994
O 2.245 0.107 0.687 1.9221 1.6629 0.7302
H 2.983 0.591 0.240 -0.9431 -0.6976 0.5912
H 1.954 -0.535 0.068 -0.4323 -1.1893 -1.1444
O 0.837 -1.133 -1.271 0.5150 -2.6492 -0.7384
H 0.902 -1.659 -2.110 -0.0107 0.8709 1.2021
H 0.608 -0.246 -1.511 -0.4380 1.7780 -0.8075
O -0.131 1.274 -1.961 0.2605 -0.1129 -0.6713
H 0.093 1.952 -1.312 0.6184 0.5803 0.4793
H -0.924 0.988 -1.527 -1.0734 -0.4738 -0.0386
O -1.753 0.166 1.895 1.1671 -0.0027 -0.3482
H -1.252 -0.640 1.690 -0.3695 0.0399 0.1112
H -2.595 -0.109 2.207 -1.0698 -0.4989 0.3578
O -1.024 -2.637 0.036 2.0149 1.4702 2.2669
H -0.468 -1.977 -0.440 -0.6346 -0.8063 -0.3432
H -1.672 -3.084 -0.436 -1.4537 -0.7199 -1.7578

20
Properties=species:S:1:pos:R:3:forces:R:3 method="wB97M-V/def2-TZVPD" total_energy_ha=-290.653238 charge=0 s_squared=0.7505 lumo_ev="0.9 / 0.6" homo_lumo_gap_ev="4.07 / 12.01" spin_multiplicity=2
C -1.058 0.077 1.069 0.5209 0.5924 0.7010
C -0.872 -0.091 -0.415 -1.3613 -1.5131 -0.6854
C -0.166 -1.414 -0.775 2.1901 1.7963 -0.2148
C -0.062 -1.720 -2.263 -0.5936 -0.3888 -0.8977
N 0.246 0.398 1.774 0.3470 0.2627 -1.7374
H -1.475 -0.788 1.602 0.0898 0.0716 -0.4858
H -1.652 0.948 1.358 -0.2614 -0.1732 -0.3444
H -0.302 0.703 -0.893 -0.0583 0.2287 0.2423
H -1.871 -0.100 -0.894 0.2620 0.1891 0.2909
H -0.414 -2.322 -0.243 -0.5954 0.0720 0.3365
H 0.875 -1.160 -0.450 -0.3986 -0.6941 -0.1064
H -0.077 -0.924 -3.030 0.0133 0.2941 0.9336
H 0.869 -2.242 -2.447 0.0925 -0.3710 -0.0864
H -0.890 -2.368 -2.575 0.1711 -0.0842 0.0590
H 1.102 -0.077 1.433 -0.2476 -1.4328 0.4650
H 0.608 1.308 1.414 -0.8173 0.6065 0.9573
H 0.074 0.287 2.799 0.6524 0.4983 0.4917
H 1.449 3.207 1.625 0.2377 0.2660 -0.3880
H 1.939 3.474 0.142 0.0636 0.5615 -0.1112
O 1.678 2.803 0.768 -0.3069 -0.7820 0.5802

28
Properties=species:S:1:pos:R:3:forces:R:3 method="wB97M-V/def2-TZVPD" total_energy_ha=-760.521569 charge=0 lumo_ev=-1.1 homo_lumo_gap_ev=8.72 spin_multiplicity=1
C 1.495 -0.819 0.114 0.1076 4.4855 -0.3718
C 0.062 -0.292 0.778 3.1356 -0.0514 3.3891
C 2.687 0.268 -0.186 -1.0651 1.8316 1.3019
C 3.096 1.084 1.070 -0.8102 1.4385 1.0760
C -2.310 0.308 0.293 -1.0240 -0.8067 0.7665
C -3.541 -0.679 0.074 -0.7666 -2.4151 1.2242
C -2.826 1.500 -0.564 0.4398 -1.1512 1.4636
H 2.397 -1.408 -1.453 5.2512 0.4608 -2.3242
H 1.378 -2.411 -1.033 -0.6821 1.9361 -0.9711
H 1.889 -1.345 0.918 0.7545 -1.7418 1.4480
H 2.375 0.712 -1.145 -1.2778 1.7364 0.8838
H 3.695 -1.804 -0.509 0.8805 4.6136 -0.5295
H 3.252 0.278 1.927 0.0929 2.0662 -1.6002
H 3.916 1.987 1.001 -1.5047 -2.9718 -0.1750
H 2.181 1.721 1.353 1.0375 -1.2157 -0.0669
H -0.636 -0.164 -1.039 -0.4426 -0.2622 0.1122
H -2.264 0.410 1.466 -0.1927 0.4067 -2.3135
H -3.677 1.868 0.039 -0.4692 -0.4705 -1.2588
H -2.893 1.123 -1.633 -1.1637 0.4460 1.3698
H -1.178 2.171 -1.612 -2.5711 2.1495 5.0804
H -3.748 -2.773 0.492 1.3336 3.3771 -1.1749
N 1.517 -1.346 -1.195 -7.0780 -5.2273 1.5934
N -0.949 -0.130 -0.071 -1.2258 0.0957 -0.6529
O 0.085 -0.137 2.046 -0.6834 -0.5219 -4.2626
O 3.767 -0.254 -0.828 1.7001 -6.7645 1.0756
O -4.725 -0.428 -0.048 2.0258 0.5444 0.0062
O -1.937 2.527 -0.487 4.8033 0.1814 -5.8732
O -3.107 -1.967 0.230 -0.6050 -2.1693 0.7838